The following is a quantum chemistry calculation of C35H34GeI2N8O4SSn as an isolated structure, from the Open Molecules 2025 dataset.

```
! RIJCOSX wB97M-V def2-TZVPD def2/J DEFGRID3
* xyz -2 1
Sn -1.06878 -0.16782 0.05244
O -0.03498 3.59293 2.22694
C -0.23590 2.45394 1.80425
O -1.08825 2.05733 0.95947
C 0.60539 1.33146 2.38899
C 1.61928 1.53876 3.30873
C 2.24307 0.43118 3.86035
C 1.76270 -0.83850 3.56866
C 0.72396 -0.96178 2.66359
N 0.23158 0.10861 2.03558
C -0.07018 -2.25788 2.44226
O 0.39874 -3.29739 2.92274
O -1.13149 -2.04496 1.81403
H 1.88821 2.55386 3.56431
H 3.07092 0.55811 4.54840
H 2.14644 -1.73417 4.03568
N 1.36477 -3.31394 -2.49346
C 1.03909 -2.22307 -1.56984
S -0.75661 -2.36045 -1.11479
N 1.25612 -1.02233 -2.36839
N 0.67344 0.01760 -1.97783
C 0.76533 1.13056 -2.73901
C 1.82125 1.25301 -3.75961
C 1.55982 1.64446 -5.07501
C 2.57828 1.75457 -6.01409
C 3.88949 1.46720 -5.66733
C 4.16713 1.05901 -4.36586
C 3.15089 0.95173 -3.43376
C -0.28718 2.07522 -2.58052
C -0.28405 3.33689 -3.22872
C -1.35690 4.17988 -3.08641
C -2.42820 3.80272 -2.27649
C -2.33493 2.59227 -1.61945
N -1.31596 1.74234 -1.76673
H 0.99919 -3.04875 -3.40263
H 0.85241 -4.13865 -2.19812
H 0.53764 1.84660 -5.36932
H 2.33982 2.05619 -7.02776
H 4.68350 1.54898 -6.39984
H 5.18670 0.82156 -4.08100
H 3.37147 0.62001 -2.42620
H 0.58037 3.63424 -3.80390
H -1.35549 5.14551 -3.58078
H -3.29485 4.43291 -2.13769
H -3.11483 2.27764 -0.93946
C 2.15446 4.66313 0.01721
C 1.41228 3.53887 -0.31332
N 1.86642 2.29415 -0.16623
C 3.08431 2.14320 0.34503
C 3.91845 3.19632 0.71713
C 3.41225 4.48566 0.54885
C 5.23290 3.05158 1.36021
C 6.12664 2.05987 1.40488
C 6.18996 0.78011 0.67580
C 5.66801 0.57912 -0.59917
C 5.87056 -0.65757 -1.18054
N 6.55807 -1.62829 -0.57782
C 7.02595 -1.33175 0.62800
N 6.88930 -0.18656 1.28498
H 1.72550 5.64752 -0.10846
H 0.38750 3.64335 -0.64084
H 3.40150 1.11547 0.49196
H 4.01300 5.33923 0.84504
H 5.50787 3.93336 1.93414
H 6.97426 2.19272 2.06820
H 5.13777 1.36293 -1.12235
H 5.46939 -0.88762 -2.16281
H 7.58646 -2.11139 1.13327
I -3.73869 -0.10877 0.41609
I -6.84214 0.04604 0.76812
C 1.87977 -5.48516 0.15361
Ge 3.00763 -3.90226 -0.05658
C 3.92302 -3.68576 1.66777
C 4.38326 -4.18521 -1.42864
C 1.97487 -2.25766 -0.34364
H 2.50526 -6.32238 0.47267
H 1.36384 -5.77078 -0.76339
H 1.13946 -5.28063 0.92924
H 4.58519 -4.53470 1.85739
H 3.16703 -3.63867 2.45339
H 4.52076 -2.77251 1.68997
H 4.56185 -5.25340 -1.57527
H 5.32042 -3.72101 -1.11571
H 4.05657 -3.75447 -2.37387
H 2.68917 -1.42859 -0.40957
H 1.40340 -2.12138 0.56495
*
```

Output
LUMO, eV: 3.1
E, Eh: -5378.105302
Gap between HOMO and LUMO, eV: 5.137
Relative energy (zero: lowest compared OMol25 entry of this formula, charge and spin), kcal per mole: 66.0
Max |F|, eV/A: 0.74
HOMO energy, eV: -2.01

The following is a quantum chemistry calculation of C11H4BrF5NPdSe4Te as an isolated structure, from the Open Molecules 2025 dataset.

```
! RIJCOSX wB97M-V def2-TZVPD def2/J DEFGRID3
* xyz -1 3
Pd -0.58270 -0.00650 -1.27684
Se 1.26160 0.45904 -2.99822
Se -0.94824 0.28863 -3.83535
Te -1.22078 -2.11369 -2.86887
Se -3.57544 -2.61446 -2.75347
F 6.29707 -0.36429 -0.74563
C 5.01711 -0.26568 -0.35960
C 4.55768 0.89453 0.22949
F 5.40576 1.92268 0.40430
C 3.24014 0.99789 0.63491
F 2.85019 2.14984 1.19531
C 2.32943 -0.04090 0.47222
Se 0.51581 0.08443 0.98397
C 2.83230 -1.20179 -0.12039
F 2.03169 -2.25861 -0.29227
C 4.14507 -1.32515 -0.53508
F 4.57773 -2.46371 -1.09256
Br -5.23910 0.85328 3.60803
C -4.15479 0.65087 2.06383
C -3.54638 1.75578 1.50141
C -2.75245 1.55124 0.38634
N -2.56349 0.35429 -0.17015
C -3.16300 -0.70106 0.38719
C -3.97193 -0.59781 1.50924
H -3.66570 2.74444 1.91876
H -2.23462 2.38081 -0.07861
H -3.00799 -1.65580 -0.09829
H -4.43496 -1.47828 1.93033
*
```

Output
LUMO (spin up / spin down), eV: 2.2 / 1.2
E, Eh: -13551.417787
<S²>: 2.03
Gap between HOMO and LUMO (spin up / spin down), eV: 5.983 / 5.923
Relative energy (zero: lowest compared OMol25 entry of this formula, charge and spin), kcal per mole: 0.7
Max |F|, eV/A: 0.53
HOMO energy (spin up / spin down), eV: -3.80 / -4.70

The following is a quantum chemistry calculation of C28H35F4N4OPtS as an isolated structure, from the Open Molecules 2025 dataset.

```
! RIJCOSX wB97M-V def2-TZVPD def2/J DEFGRID3
* xyz 1 1
Pt -0.05372 0.04226 -0.04872
C 0.82658 -1.49156 -2.84839
C 1.82317 -0.35342 -2.67545
N 1.85894 0.33713 -1.33217
C 3.12677 0.03102 -0.62355
C 3.28320 -1.44170 -0.28892
C 1.67027 1.78963 -1.52937
C 1.47000 2.54026 -0.25910
N 0.46999 1.85939 0.57003
C -0.28332 2.56536 1.52014
C -0.90522 1.92210 2.61482
F -0.67941 0.62486 2.87373
C -1.71885 2.56465 3.51518
F -2.28120 1.83883 4.48439
C -1.94551 3.91636 3.44726
C -1.29745 4.58746 2.44235
F -1.46306 5.90554 2.31503
C -0.49415 3.95243 1.52059
F 0.04606 4.73780 0.57857
H 0.81430 -1.82301 -3.89161
H -0.17700 -1.17080 -2.58539
H 1.08273 -2.34701 -2.21629
H 1.63117 0.40308 -3.43358
H 2.82632 -0.73715 -2.86863
H 3.14605 0.61129 0.29490
H 3.96984 0.35644 -1.24671
H 2.39088 -1.80435 0.22276
H 4.14593 -1.57833 0.36612
H 3.44384 -2.05396 -1.17935
H 0.77736 1.90634 -2.13669
H 2.51569 2.22460 -2.07389
H 1.20776 3.54933 -0.53336
H 2.40664 2.60185 0.29815
H -2.57375 4.43100 4.16430
N -2.13320 -0.14642 -0.48263
S -3.16203 -0.12799 0.74622
C -4.55927 -1.12595 0.31080
C -4.73049 -2.30846 1.01874
C -5.76208 -3.16558 0.65492
C -6.59335 -2.83397 -0.40756
C -6.40974 -1.64163 -1.10510
C -5.39019 -0.77704 -0.74690
C -3.99726 1.45651 0.78690
C -5.15375 1.60676 1.54571
C -5.74633 2.85734 1.62352
C -5.18308 3.93990 0.95550
C -4.02425 3.77488 0.20582
C -3.41793 2.52570 0.12257
H -2.55606 0.10789 -1.36615
H -4.06259 -2.55484 1.84183
H -5.91531 -4.08889 1.20231
H -7.39535 -3.50599 -0.69453
H -7.06888 -1.38277 -1.92663
H -5.25119 0.16152 -1.27928
H -5.59248 0.75607 2.06366
H -6.65382 2.98481 2.20418
H -5.64941 4.91717 1.02177
H -3.58545 4.62029 -0.31508
H -2.51040 2.38245 -0.45390
C -0.05918 -4.79020 -0.29116
N 0.56063 -4.16616 0.88929
C 1.40212 -4.98241 1.77608
C 0.42693 -2.84889 1.06712
C 1.03972 -2.23455 2.29779
O -0.24392 -2.17616 0.24723
H -0.22834 -5.84182 -0.08575
H 0.57869 -4.69743 -1.17129
H -1.00400 -4.30792 -0.51011
H 1.32355 -6.01837 1.46898
H 1.08035 -4.91068 2.81337
H 2.45132 -4.69381 1.71517
H 2.03742 -2.61646 2.50494
H 0.40230 -2.44711 3.16059
H 1.07833 -1.15932 2.17239
*
```

Output
LUMO (spin up / spin down), eV: -2.9 / -2.9
E, Eh: -2298.888637
Gap between HOMO and LUMO (spin up / spin down), eV: 6.963 / 6.963
Relative energy (zero: lowest compared OMol25 entry of this formula, charge and spin), kcal per mole: 14.9
Max |F|, eV/A: 1.23
HOMO energy (spin up / spin down), eV: -9.87 / -9.87

The following is a quantum chemistry calculation of C4H9NO2 in the gas phase, from the Open Molecules 2025 dataset.

```
! RIJCOSX wB97M-V def2-TZVPD def2/J DEFGRID3
* xyz 0 1
O -2.88411 -0.36397 -0.68595
C -1.76409 -0.75583 -0.86095
C -0.64943 -0.34278 0.11976
C 0.77863 -0.33445 -0.48634
C 1.77399 -0.01737 0.63647
O 0.83867 0.62987 -1.50974
N -0.96816 1.02827 0.57743
H -1.47245 -1.55141 -1.56335
H -0.65583 -1.06421 0.95051
H 1.07748 -1.28822 -0.92498
H 2.74714 0.27167 0.20872
H 1.90742 -0.69375 1.47579
H 1.58255 0.99807 1.00999
H 0.28959 1.36094 -1.19958
H -0.62573 1.14347 1.52363
H -1.97565 0.97969 0.72858
*
```

Output
LUMO, eV: 0.7
E, Eh: -363.021390
Gap between HOMO and LUMO, eV: 10.841
Relative energy (zero: lowest compared OMol25 entry of this formula, charge and spin), kcal per mole: 40.3
Max |F|, eV/A: 2.25
SMILES string: C[C@H](O)[C@@H](N)C=O
HOMO energy, eV: -10.14

The following is a quantum chemistry calculation of a 4-piece molecular cluster, H8O4 overall, from the Open Molecules 2025 dataset.

```
! RIJCOSX wB97M-V def2-TZVPD def2/J DEFGRID3
* xyz 0 1
O -0.45412 0.79396 -1.77652
H -1.23740 1.30878 -1.85711
H -0.13862 0.40826 -2.66870
O -0.02100 -0.31794 2.61979
H 0.57003 -0.15561 1.89956
H -0.28948 0.53943 2.98477
O 1.48656 0.24818 0.47057
H 0.89725 0.49995 -0.24896
H 2.05912 0.95630 0.61077
O -1.07273 -1.48218 -0.36065
H -0.98699 -2.18618 -1.02775
H -0.81261 -0.61295 -0.64578
*
```

Output
LUMO, eV: 0.1
E, Eh: -305.735314
Gap between HOMO and LUMO, eV: 10.301
Relative energy (zero: lowest compared OMol25 entry of this formula, charge and spin), kcal per mole: 27.5
Max |F|, eV/A: 3.15
SMILES string: O.O.O.O
HOMO energy, eV: -10.19

The following is a quantum chemistry calculation of C5H9NO2 in the gas phase, from the Open Molecules 2025 dataset.

```
! RIJCOSX wB97M-V def2-TZVPD def2/J DEFGRID3
* xyz 0 1
C 0.65857 0.76314 0.13007
C -1.53697 -1.24115 -0.11517
C 1.17294 0.33225 -1.24064
C 0.42151 -0.41070 1.03813
C -0.50871 1.71996 0.09898
O -0.72960 -1.08839 1.06211
N 1.32407 -0.78582 1.87814
O -1.10960 2.06147 -0.91325
H 1.45996 1.35450 0.59770
H 0.93278 -1.58950 2.38637
H -0.80309 2.12943 1.08240
H -0.92372 -1.52990 -0.97118
H -2.24466 -2.05214 0.08090
H -2.11182 -0.33657 -0.31770
H 0.58945 0.74243 -2.06988
H 1.20676 -0.75600 -1.35296
H 2.20220 0.68701 -1.37408
*
```

Output
LUMO, eV: 0.8
E, Eh: -401.111649
Gap between HOMO and LUMO, eV: 10.785
Relative energy (zero: lowest compared OMol25 entry of this formula, charge and spin), kcal per mole: 40.9
Max |F|, eV/A: 2.72
SMILES string: [H]/N=C(\OC)[C@@H](C)C=O
HOMO energy, eV: -10.00

The following is a quantum chemistry calculation of a 3-piece molecular cluster, C4H13NO3 overall, from the Open Molecules 2025 dataset.

```
! RIJCOSX wB97M-V def2-TZVPD def2/J DEFGRID3
* xyz 0 1
N 0.33295 1.59696 1.39719
C 0.36672 1.43977 0.04808
C -0.48066 0.28345 -0.48057
C 0.40692 -0.95585 -0.65921
C -1.81255 0.04638 0.23107
O 1.03078 2.15392 -0.67894
H -0.23917 0.98675 1.94543
H 0.91370 2.24711 1.90255
H -0.79381 0.63102 -1.47527
H 0.07793 -1.55226 -1.49816
H 1.40755 -0.63645 -0.85904
H 0.39572 -1.60549 0.21441
H -2.32785 -0.75742 -0.30684
H -2.55131 0.84701 0.25902
H -1.69722 -0.28756 1.26164
H -0.01236 -2.53141 3.15881
H -1.46231 -2.50746 2.71650
O -0.57983 -2.24578 2.43244
H 2.22552 1.70703 -3.41989
H 2.08061 0.23279 -2.96507
O 2.71866 0.90750 -3.22414
*
```

Output
LUMO, eV: 0.3
E, Eh: -440.696186
Gap between HOMO and LUMO, eV: 9.849
Relative energy (zero: lowest compared OMol25 entry of this formula, charge and spin), kcal per mole: 11.9
Max |F|, eV/A: 1.30
SMILES string: CC(C)C(N)=O.O.O
HOMO energy, eV: -9.51

The following is a quantum chemistry calculation of a 2-piece molecular cluster, C3H3OS2 overall, from the Open Molecules 2025 dataset.

```
! RIJCOSX wB97M-V def2-TZVPD def2/J DEFGRID3
* xyz -1 1
C 1.09521 -0.14552 0.83078
C 1.14459 -0.99919 -0.27377
C -2.03094 1.07896 -0.39662
O -2.09367 0.41075 0.55665
S -1.94434 2.09921 -1.57640
S 0.04672 -0.91632 -1.66933
H 1.76488 -0.15386 1.66968
H 0.35152 0.56756 0.98087
H 1.66602 -1.94158 -0.12186
*
```

Output
LUMO, eV: 3.2
E, Eh: -987.748052
Gap between HOMO and LUMO, eV: 5.636
Relative energy (zero: lowest compared OMol25 entry of this formula, charge and spin), kcal per mole: 23.4
Max |F|, eV/A: 3.00
HOMO energy, eV: -2.46